22
Properties=species:S:1:pos:R:3 method="wB97M-V/def2-TZVPD" e_homo_ev="-8.01 / -9.00" gap_ev="6.2 / 7.2" charge=0 lumo_ha="-0.0649 / -0.0646" mol_weight_g_mol=315.996 energy_ev=-153560.691
C 0.60695 2.74194 1.31672
C 1.70673 2.59521 0.52976
C -0.34618 1.75921 1.21047
C 1.95734 1.33192 -0.13956
C -0.29859 0.66855 0.23178
C -0.97349 -2.86175 0.78258
C -1.05826 -2.67604 -0.50291
C -1.16480 -1.88334 1.77184
C -1.05812 -1.32232 -1.07590
C -1.29170 -0.15272 -0.17407
N 0.97971 0.44814 -0.25341
N -1.33614 -1.26618 2.71965
Br 2.32251 -1.53578 0.12422
Br -3.09213 0.36161 -0.00628
H 0.39342 3.63751 1.97427
H 2.40569 3.37318 0.69370
H -1.17498 1.64222 1.95457
H 2.85410 1.09372 -0.54896
H -0.79329 -3.76469 1.28113
H -0.79517 -3.37098 -1.27626
H -0.02891 -1.10492 -1.57689
H -1.85309 -1.16159 -1.84260